1.
Entry from the Open Molecules 2025 dataset: a 4-piece molecular cluster, H8O4 overall (ωB97M-V/def2-TZVPD).

Positions of all 12 atoms, in Å:
O: -0.9497 -1.4362 2.4137
H: -0.3912 -2.0780 1.9751
H: -1.2361 -1.8749 3.2148
O: -1.0502 -0.3867 -1.2161
H: -0.9504 -1.0037 -0.4911
H: -0.9186 0.4741 -0.8186
O: 1.7844 0.4317 -2.1862
H: 1.3771 0.3901 -1.3210
H: 1.3269 -0.2346 -2.6991
O: 0.2640 1.5498 0.2331
H: 0.0629 2.3946 -0.1696
H: 0.6810 1.7737 1.0650

Computed properties:
Relative energy (zero: lowest compared OMol25 entry of this formula, charge and spin): 0.8971 eV
SMILES string: O.O.O.O
Gap between HOMO and LUMO: 0.411 Ha
LUMO level: 0.432 eV
HOMO energy: -0.395 Ha
Energy: -8319.7789 eV

=====

2.
Entry from the Open Molecules 2025 dataset: a 3-piece molecular cluster, C18H26F19NO3P overall (ωB97M-V/def2-TZVPD).

Positions of all 68 atoms, in Å:
C: 6.9027 1.3644 -1.1786
C: 5.5615 0.8821 -0.6666
C: 4.8833 -0.1432 -1.5920
C: 3.6743 -0.7442 -0.8526
N: 2.3796 -0.6351 -1.6060
P: 1.1706 -0.1735 -0.5867
C: -0.2749 0.5408 -1.4049
C: 0.0590 1.7265 -2.3215
C: 0.3864 3.0045 -1.5447
O: 0.6787 2.7032 -0.1991
C: 0.6058 -1.6911 0.3664
F: 1.2372 -1.7991 1.4844
F: -0.6693 -1.5519 0.6615
F: 0.7234 -2.7619 -0.3374
H: 6.8885 1.6520 -2.2258
H: 7.2023 2.2485 -0.6216
H: 7.6984 0.6440 -1.0284
H: 4.8415 1.6843 -0.5093
H: 5.7048 0.3812 0.2890
H: 4.6285 0.3207 -2.5446
H: 5.5521 -0.9673 -1.8136
H: 3.8622 -1.7884 -0.6261
H: 3.5819 -0.2526 0.1189
H: 2.4511 -0.0253 -2.4123
H: 1.5811 0.7414 0.4010
H: -0.9764 0.7820 -0.6106
H: -0.7506 -0.2436 -2.0020
H: 0.9269 1.4727 -2.9254
H: -0.7884 1.9043 -2.9700
H: -0.4162 3.7319 -1.6498
H: 1.2496 3.4689 -2.0240
H: 0.9073 3.4925 0.2996
C: -1.8164 -3.4224 -2.8436
C: -2.9237 -2.4936 -2.3196
C: -3.5458 -2.8765 -0.9771
F: -4.1270 -4.0869 -1.0337
F: -4.5034 -1.9722 -0.6560
F: -3.8677 -2.3553 -3.2606
F: -2.3546 -1.2418 -2.1556
O: -2.2003 -4.3956 -3.7833
C: -2.7270 -5.5872 -3.3144
C: -4.1880 -5.7663 -3.7265
F: -4.9388 -4.7408 -3.2712
F: -4.6710 -6.9053 -3.1898
F: -2.5595 -5.6859 -1.9810
F: -2.0048 -6.5749 -3.8732
H: -1.1253 -2.7818 -3.3924
H: -1.2273 -3.8526 -2.0324
H: -2.7931 -2.8754 -0.1825
H: -4.2775 -5.8131 -4.8140
C: -1.2681 2.9526 2.9563
C: -0.0409 2.4540 3.7361
C: -0.2764 1.2679 4.6707
F: -1.1799 1.5625 5.6227
F: 0.8862 0.9499 5.2899
F: 0.5119 3.4835 4.4002
F: 0.8883 2.0517 2.8053
O: -1.9544 4.0593 3.4940
C: -2.8999 3.8289 4.4776
C: -2.4939 4.4470 5.8153
F: -1.3036 3.9580 6.2230
F: -3.4133 4.1373 6.7526
F: -3.1591 2.5114 4.5851
F: -4.0374 4.4191 4.0660
H: -0.8872 3.3137 2.0022
H: -1.9486 2.1384 2.7031
H: -0.6174 0.3906 4.1104
H: -2.4179 5.5332 5.7292

Computed properties:
Relative energy (zero: lowest compared OMol25 entry of this formula, charge and spin): 0.0000 eV
Gap between HOMO and LUMO: 0.406 Ha
LUMO level: -2.826 eV
HOMO energy: -0.510 Ha
Total charge: +1
Energy: -87634.1707 eV

=====

3.
Entry from the Open Molecules 2025 dataset: a 3-piece molecular cluster, C2H9NO4 overall (ωB97M-V/def2-TZVPD).

Positions of all 16 atoms, in Å:
O: -0.1339 0.1141 -0.6452
C: -0.0093 0.7934 0.3503
O: -0.0064 2.1420 0.2652
C: -0.7561 0.3725 1.6760
N: -1.5726 -0.7979 1.4604
H: 0.5138 2.3871 -0.5114
H: 0.0017 0.2377 2.4476
H: -1.3284 1.2881 1.8184
H: -2.0667 -1.1331 2.2700
H: -0.9498 -1.5554 1.2119
H: -0.1039 -3.2722 -1.5445
H: 0.4296 -2.3218 -0.5811
O: -0.3704 -2.8263 -0.7488
H: 1.5930 0.9994 -2.3307
H: 2.7195 1.7324 -2.9135
O: 2.0399 1.8400 -2.2245

Computed properties:
Relative energy (zero: lowest compared OMol25 entry of this formula, charge and spin): 1.2437 eV
SMILES string: NCC(=O)O.O.O
Gap between HOMO and LUMO: 0.365 Ha
LUMO level: 0.518 eV
HOMO energy: -0.346 Ha
Energy: -11899.5856 eV

=====

4.
Entry from the Open Molecules 2025 dataset: C4H5N3S in the gas phase (ωB97M-V/def2-TZVPD).

Positions of all 13 atoms, in Å:
C: 0.7590 0.0262 -0.0045
C: 0.4410 1.4318 0.0049
C: -0.8775 1.7263 -0.0054
C: -1.4703 -0.6178 -0.0041
H: 2.9977 0.7184 -0.0002
H: 1.1998 2.2043 0.0080
H: -1.2405 2.7145 0.0126
H: -2.7853 0.9727 0.0105
H: -2.0366 -2.3947 -0.0144
N: -1.8015 0.7458 -0.0036
N: -2.4277 -1.4606 0.0053
N: -0.1087 -0.9195 0.0037
S: 2.4448 -0.5109 0.0000

Computed properties:
Relative energy (zero: lowest compared OMol25 entry of this formula, charge and spin): 0.4253 eV
SMILES string: [H]/N=c1\nc(S)cc[nH]1
Gap between HOMO and LUMO: 0.330 Ha
LUMO level: 0.486 eV
HOMO energy: -0.312 Ha
Energy: -19534.4557 eV

=====

5.
Entry from the Open Molecules 2025 dataset: C2H5OPS2 in the gas phase (ωB97M-V/def2-TZVPD).

Positions of all 11 atoms, in Å:
C: -1.4098 0.2362 0.5208
C: -0.2974 -0.1426 -0.4494
O: 1.5027 -2.0301 -0.6337
P: 2.3111 1.8413 -0.5588
S: 2.5808 0.4295 0.7663
S: 0.9340 -1.2007 0.4426
H: -1.7901 -0.5658 1.1023
H: -1.1772 1.0803 1.1043
H: -2.1100 0.4800 -0.2617
H: 0.2614 0.7055 -0.9324
H: -0.8056 -0.8338 -1.1003

Computed properties:
Relative energy (zero: lowest compared OMol25 entry of this formula, charge and spin): 3.0660 eV
SMILES string: CCS(=O)#S#P
Gap between HOMO and LUMO (spin up / spin down): 0.223 / 0.223 Ha
LUMO level (spin up / spin down): -1.746 / -1.748 eV
HOMO energy (spin up / spin down): -0.287 / -0.287 Ha
Energy: -35159.1703 eV

=====

6.
Entry from the Open Molecules 2025 dataset: C5H12N2 in the gas phase (ωB97M-V/def2-TZVPD).

Positions of all 19 atoms, in Å:
C: -0.0413 0.0105 -0.0347
C: -0.2148 -1.5446 0.0948
C: -1.0088 0.5672 -1.0944
N: -0.3855 0.6331 1.2569
N: -1.4635 -1.9610 0.7569
C: 1.3806 0.3379 -0.4573
C: 2.1040 1.4189 -0.1310
H: -0.3464 1.6454 1.1650
H: 0.3247 0.3716 1.9397
H: -2.2401 -1.4793 0.3030
H: -1.4474 -1.5352 1.6879
H: -0.1736 -2.0122 -0.8965
H: 0.6152 -1.9652 0.6765
H: 1.8487 -0.3899 -1.1218
H: -2.0532 0.5073 -0.7673
H: -0.9273 0.0115 -2.0360
H: -0.8005 1.6214 -1.3169
H: 3.1139 1.5422 -0.5131
H: 1.7152 2.2202 0.4882

Computed properties:
Relative energy (zero: lowest compared OMol25 entry of this formula, charge and spin): 0.9671 eV
SMILES string: C=C[C@](C)(N)CN
Gap between HOMO and LUMO: 0.375 Ha
LUMO level: 0.933 eV
HOMO energy: -0.341 Ha
Energy: -8359.1691 eV

=====

7.
Entry from the Open Molecules 2025 dataset: C23H49GaN4P3Se as an isolated structure (ωB97M-V/def2-TZVPD).

Positions of all 81 atoms, in Å:
Ga: 0.0375 0.0254 0.0020
P: -1.2529 -0.6297 1.9484
P: 1.2973 -1.9564 -0.5698
P: -1.7322 -0.6777 -1.5682
H: 1.1323 2.2640 -1.3091
C: 0.1531 1.7747 -1.2988
C: -0.7530 2.0434 -0.2333
H: -0.4624 2.7268 0.5665
C: -0.6639 -0.0864 3.5498
C: -1.5763 -2.3705 2.2680
C: -2.8917 0.0994 1.9188
C: 2.3137 -1.8313 -2.0403
C: 2.4782 -2.5459 0.6529
C: 0.4076 -3.4925 -0.8686
C: -2.9487 0.5872 -1.9492
C: -2.7731 -2.0798 -1.1780
C: -1.0777 -1.0546 -3.2013
H: -0.2392 1.6453 -2.3155
H: -1.8241 2.1068 -0.4223
H: -0.4498 0.9904 3.5716
H: 0.2381 -0.6272 3.8688
H: -1.4515 -0.2997 4.2918
H: -0.6429 -2.9152 2.4775
H: -2.0876 -2.8628 1.4301
H: -2.2261 -2.4470 3.1646
H: -2.8228 1.1961 1.8876
H: -3.4189 -0.1922 2.8495
H: -3.4918 -0.2354 1.0645
H: 2.8595 -2.7882 -2.1864
H: 3.0593 -1.0266 -1.9617
H: 1.7129 -1.6431 -2.9405
H: 2.9550 -3.4571 0.2492
H: 1.9823 -2.8147 1.5967
H: 3.2882 -1.8309 0.8601
H: 1.1678 -4.2772 -1.0608
H: -0.2501 -3.4461 -1.7420
H: -0.1812 -3.7964 0.0088
H: -3.6210 0.1455 -2.7057
H: -2.4976 1.4933 -2.3688
H: -3.5458 0.8625 -1.0679
H: -3.4045 -2.2632 -2.0678
H: -3.4306 -1.8610 -0.3284
H: -2.2021 -2.9900 -0.9618
H: -1.9443 -1.2042 -3.8749
H: -0.4747 -1.9690 -3.2089
H: -0.4697 -0.2252 -3.5882
C: 2.7208 2.3443 -5.4734
C: 2.0188 3.2210 -4.6126
C: 1.7099 4.5206 -5.0186
C: 2.0911 4.9770 -6.2871
C: 2.7882 4.1195 -7.1532
C: 3.0997 2.8222 -6.7550
Se: 3.1868 0.5657 -5.0239
H: 2.5487 0.6499 -3.6229
H: 1.7218 2.8699 -3.6256
H: 1.1681 5.1801 -4.3393
H: 1.8476 5.9946 -6.6013
H: 3.0885 4.4656 -8.1412
H: 3.6417 2.1562 -7.4290
C: 1.4805 2.2872 1.7182
N: 1.7974 0.8755 1.3053
C: 2.1607 0.0609 2.4509
N: 3.0910 0.6067 3.3075
C: 2.7669 1.9865 3.7570
N: 2.5531 2.8327 2.5589
C: 3.7997 2.8882 1.7334
N: 4.1456 1.5118 1.2505
C: 3.0393 0.9709 0.4430
C: 4.4003 0.6846 2.4722
H: 0.5592 2.3048 2.3090
H: 1.4408 2.9297 0.8573
H: 2.6933 -0.8752 2.1260
H: 1.4862 -0.8616 2.6970
H: 3.5614 2.3889 4.3604
H: 1.8466 1.9138 4.3222
H: 3.6391 3.5312 0.8751
H: 4.6113 3.2796 2.3343
H: 3.3335 -0.0105 0.0341
H: 2.8678 1.6237 -0.4186
H: 5.1928 1.1363 3.0623
H: 4.7047 -0.3089 2.1732

Computed properties:
Relative energy (zero: lowest compared OMol25 entry of this formula, charge and spin): 4.1634 eV
Gap between HOMO and LUMO: 0.112 Ha
LUMO level: -11.326 eV
HOMO energy: -0.529 Ha
Total charge: +3
Energy: -176165.8739 eV

=====

8.
Entry from the Open Molecules 2025 dataset: C29H51NO2PbSSi2 as an isolated structure (ωB97M-V/def2-TZVPD).

Positions of all 87 atoms, in Å:
O: -0.6218 -1.8778 -2.1489
O: -2.4324 -0.1957 -5.4876
C: 0.4059 -2.8162 -2.5488
C: 0.8236 -3.8036 -1.4812
H: 1.2497 -2.1803 -2.8508
H: 0.0414 -3.3236 -3.4587
H: 1.1594 -3.2955 -0.5686
H: 1.6601 -4.4008 -1.8458
H: 0.0011 -4.4827 -1.2439
C: -1.6420 -2.3701 -1.2300
C: -2.7525 -3.0765 -1.9680
H: -2.0101 -1.4710 -0.7092
H: -1.1900 -3.0485 -0.4879
H: -3.1988 -2.4245 -2.7249
H: -3.5379 -3.3565 -1.2615
H: -2.4059 -4.0121 -2.4165
C: -3.5750 0.6764 -5.6619
C: -2.3803 -1.2884 -6.4203
C: -4.7224 0.3398 -4.7332
H: -3.9172 0.6428 -6.7126
H: -3.1788 1.6821 -5.4649
H: -5.1569 -0.6374 -4.9614
H: -5.4996 1.0911 -4.8772
H: -4.4111 0.3485 -3.6841
C: -3.6504 -2.1194 -6.4839
H: -1.5267 -1.8929 -6.0914
H: -2.1451 -0.8890 -7.4226
H: -3.9702 -2.4746 -5.4961
H: -3.4565 -2.9961 -7.1094
H: -4.4799 -1.5616 -6.9363
H: -0.5576 0.0860 -3.9941
Pb: 0.1789 0.6039 -0.9455
C: -0.3181 1.1704 -4.0412
Si: 0.4392 1.7420 -5.6941
H: -1.2495 1.6955 -3.7859
H: 0.4750 1.4297 -3.3127
C: 1.3489 0.3275 -6.5237
C: 1.6594 3.1536 -5.4294
C: -0.7114 2.4515 -6.9921
C: 2.3481 -0.0848 -0.5590
Si: 3.4400 1.1456 0.3454
H: 2.8094 -0.3663 -1.5217
H: 2.2045 -1.0263 -0.0009
C: 4.0830 2.4460 -0.8443
C: 4.8935 0.0954 0.8958
C: 2.6099 1.9038 1.8436
H: -0.1024 2.5902 -7.8985
H: -1.0937 3.4361 -6.6934
H: -1.5542 1.7974 -7.2448
H: 2.2273 0.0215 -5.9371
H: 1.6936 0.6906 -7.5031
H: 0.6973 -0.5442 -6.6828
H: 2.2823 3.0351 -4.5352
H: 1.1335 4.1161 -5.3633
H: 2.3281 3.2009 -6.3019
H: 5.1304 -0.6414 0.1173
H: 4.6573 -0.4391 1.8231
H: 5.7795 0.7196 1.0650
H: 2.5171 1.1613 2.6528
H: 1.6070 2.3000 1.6211
H: 3.2260 2.7360 2.2236
H: 4.9801 2.9285 -0.4226
H: 3.3351 3.2268 -1.0473
H: 4.3704 1.9757 -1.7972
S: -1.3260 1.5196 3.6863
C: -0.4234 0.0285 3.9235
C: -0.0610 -0.5470 5.1348
C: 0.7761 -1.6710 5.1268
C: 1.2559 -2.1859 3.9094
C: 0.8801 -1.6214 2.6767
C: 0.0356 -0.4960 2.6889
N: -0.3236 0.3099 1.5984
C: -1.0098 1.4026 1.9653
C: -1.5226 2.4011 1.0377
C: -2.4552 3.3630 1.4937
C: -3.0632 4.2235 0.5829
C: -2.7031 4.1737 -0.7676
C: -1.7179 3.2656 -1.2186
C: -1.1295 2.3967 -0.3172
H: -0.4196 -0.1097 6.0633
H: 1.0629 -2.1458 6.0686
H: 1.9410 -3.0389 3.9150
H: 1.2356 -1.9994 1.7061
H: -2.7188 3.4309 2.5508
H: -3.8102 4.9374 0.9357
H: -3.1871 4.8482 -1.4765
H: -1.4477 3.2731 -2.2782

Computed properties:
Relative energy (zero: lowest compared OMol25 entry of this formula, charge and spin): 0.0000 eV
Gap between HOMO and LUMO (spin up / spin down): 0.207 / 0.207 Ha
LUMO level (spin up / spin down): -0.093 / -0.093 eV
HOMO energy (spin up / spin down): -0.211 / -0.211 Ha
Energy: -68322.9030 eV

=====

9.
Entry from the Open Molecules 2025 dataset: C7H8N2 as an isolated structure (ωB97M-V/def2-TZVPD).

Positions of all 17 atoms, in Å:
C: -0.4654 -0.8160 2.4708
C: -0.3520 -0.5152 1.1483
C: 0.3783 0.7123 0.6370
C: 0.5693 1.1452 -0.6421
C: -0.7953 -0.3100 -1.9419
C: 0.5156 -0.9670 -1.6374
C: 0.6586 1.7860 1.5541
H: 0.3249 -0.2615 3.3993
H: -1.1555 -1.6746 2.6957
H: -1.1640 -1.1789 0.4716
H: 1.0273 2.1078 -0.6840
H: -1.0179 -0.1483 -2.9859
H: -1.6351 -0.2472 -1.3756
H: 0.6257 -1.6402 -0.7652
H: 1.1251 -1.3846 -2.5284
N: 0.4590 0.4062 -1.7751
N: 0.9014 2.9859 1.9589

Computed properties:
Relative energy (zero: lowest compared OMol25 entry of this formula, charge and spin): 5.6685 eV
Gap between HOMO and LUMO: 0.332 Ha
LUMO level: -0.044 eV
HOMO energy: -0.333 Ha
Energy: -10362.5142 eV

=====

10.
Entry from the Open Molecules 2025 dataset: C7H12S in the gas phase (ωB97M-V/def2-TZVPD).

Positions of all 20 atoms, in Å:
C: -1.7649 0.8041 0.2765
C: -0.5399 1.5999 -0.3106
C: 0.7948 0.8897 -0.1476
C: 0.9584 0.0084 1.0404
C: 0.9432 -1.2914 0.0112
C: -0.4372 -1.8241 0.1691
C: 1.1308 -0.3409 -1.2173
H: -1.8532 1.2565 1.3787
H: -2.6533 1.2361 -0.3729
H: -0.8049 2.5672 0.1453
H: -0.6243 1.9184 -1.3826
H: 1.6657 1.5496 -0.1376
H: 0.2342 0.0993 1.7386
H: 1.8709 0.1733 1.5805
H: 1.6161 -2.2167 -0.1135
H: -0.7986 -2.7035 -0.3472
H: -0.3577 -2.0887 1.3867
H: 2.1358 -0.4835 -1.3553
H: 0.3206 -0.2523 -2.0502
S: -1.8365 -0.9016 -0.2922

Computed properties:
Relative energy (zero: lowest compared OMol25 entry of this formula, charge and spin): 3.9973 eV
SMILES string: C1C[C@H]2C[C@@H](CS1)C2
Gap between HOMO and LUMO: 0.340 Ha
LUMO level: 0.869 eV
HOMO energy: -0.309 Ha
Energy: -18285.2350 eV

=====

11.
Entry from the Open Molecules 2025 dataset: C3H7NO2 in the gas phase (ωB97M-V/def2-TZVPD).

Positions of all 13 atoms, in Å:
C: -1.9846 -0.0921 -0.4054
N: -1.2534 0.1953 0.8331
C: 0.1214 -0.1635 0.8016
O: 0.6917 -0.8079 1.6436
O: 0.7425 0.3211 -0.2942
C: 2.1354 0.0232 -0.3586
H: -2.9343 0.4479 -0.3743
H: -2.2070 -1.1643 -0.4416
H: -1.4419 0.1923 -1.3166
H: -1.3073 1.1860 1.0533
H: 2.6511 0.4550 0.5045
H: 2.4961 0.4653 -1.2888
H: 2.2905 -1.0584 -0.3566

Computed properties:
Relative energy (zero: lowest compared OMol25 entry of this formula, charge and spin): 1.2175 eV
SMILES string: CNC(=O)OC
Gap between HOMO and LUMO: 0.392 Ha
LUMO level: 0.835 eV
HOMO energy: -0.362 Ha
Energy: -8809.3114 eV

=====

12.
Entry from the Open Molecules 2025 dataset: an isolated ion of composition C5H14N3 and charge +1 (ωB97M-V/def2-TZVPD).

Positions of all 22 atoms, in Å:
C: -2.2895 1.1490 1.4233
C: -1.2305 0.3728 0.5273
C: -0.2822 -0.5530 1.3435
C: 0.5548 -1.4058 0.4684
N: 2.5434 -0.1850 -2.4772
C: 1.9644 -0.9967 -1.5924
N: 1.2798 -0.5202 -0.5660
N: -0.4963 1.4211 -0.2640
H: -2.7622 0.4399 2.0563
H: -1.6704 1.9485 1.8236
H: -3.0289 1.6202 0.9444
H: -1.8438 -0.3281 -0.1213
H: -0.9399 -1.3330 1.9319
H: 0.1801 -0.0836 2.2304
H: 1.2311 -2.2067 0.9370
H: -0.2767 -2.0142 -0.2058
H: 2.4305 0.7594 -2.4350
H: 2.9969 -0.4718 -3.2774
H: 2.0193 -2.0737 -1.7608
H: 0.9221 0.4666 -0.3955
H: -1.0470 1.7405 -1.0306
H: -0.2550 2.2539 0.4400

Computed properties:
Relative energy (zero: lowest compared OMol25 entry of this formula, charge and spin): 1.9863 eV
SMILES string: C[C@@H](N)CC/[NH+]=C/N
Gap between HOMO and LUMO: 0.382 Ha
LUMO level: -3.097 eV
HOMO energy: -0.496 Ha
Total charge: +1
Energy: -9875.1801 eV